1.
{
  "formula": "C2H4INOS",
  "method": "the ωB97M-V functional and the def2-TZVPD basis",
  "symbols": ["C", "C", "N", "O", "S", "I", "H", "H", "H", "H"],
  "coordinates": [[-0.70943, -1.49349, 1.10775], [-0.69155, 2.55319, -0.21721], [-0.01211, 1.85674, 0.61566], [0.21200, -1.92968, 0.43406], [0.54954, -1.58727, -1.11008], [2.07069, 1.60882, 0.35336], [-1.47202, -0.66800, 0.74422], [-0.69127, -1.83308, 2.16804], [-0.09500, 2.99798, -1.02240], [-1.73115, 2.65309, 0.12908]],
  "forces_ev_per_a": [[-2.3, 2.0, 1.8], [2.3, -0.9, 1.4], [-0.3, -0.1, 0.0], [0.4, -0.9, 1.0], [0.5, 0.4, -2.4], [-1.0, 0.3, -0.1], [1.7, -1.9, 0.4], [-0.3, 0.3, -0.8], [-1.3, 0.4, -0.3], [0.2, 0.3, -1.0]],
  "lumo_energy_ev": [-0.59, -0.59],
  "homo_energy_ev": [-8.18, -8.18],
  "gap_ev": [7.59, 7.59]
}


2.
{
  "formula": "C2H3N3S2",
  "method": "the ωB97M-V functional and the def2-TZVPD basis",
  "symbols": ["C", "C", "N", "N", "N", "S", "S", "H", "H", "H"],
  "coordinates": [[0.56250, 0.42680, -1.26561], [0.28879, -0.87235, -0.41818], [0.64578, 1.52111, -0.53196], [0.31965, 1.48656, 0.67497], [1.08780, -0.64915, 0.68877], [2.23280, 0.06935, -1.94423], [2.59515, -0.37635, 0.33351], [-0.73318, -0.92209, -0.19946], [0.58763, -1.82183, -0.96794], [0.74948, 2.23839, 1.19282]],
  "forces_ev_per_a": [[1.3, -1.9, -1.6], [-0.5, 0.6, -2.6], [0.0, 1.0, -0.4], [-0.4, -1.5, -0.4], [2.1, -0.2, 2.0], [-1.4, 0.7, 2.1], [0.4, -0.7, -0.6], [-1.5, -0.2, 0.9], [-0.1, 1.4, 0.4], [0.0, 0.6, 0.3]],
  "lumo_energy_ev": [-1.89, -1.87],
  "homo_energy_ev": [-8.51, -8.52],
  "gap_ev": [6.62, 6.65]
}


3.
{
  "formula": "C21H32NSn",
  "method": "the ωB97M-V functional and the def2-TZVPD basis",
  "symbols": ["Sn", "C", "C", "C", "C", "C", "H", "H", "H", "H", "H", "C", "C", "C", "C", "C", "C", "C", "C", "C", "C", "C", "C", "H", "H", "H", "H", "H", "H", "H", "H", "H", "H", "H", "H", "H", "H", "H", "H", "H", "H", "C", "C", "C", "C", "N", "H", "H", "H", "H", "H", "H", "H", "H", "H"],
  "coordinates": [[0.07796, 0.37092, 0.71665], [0.93314, 1.65936, 3.63471], [0.81259, 0.30004, 4.08775], [1.73755, -0.51219, 3.37482], [2.44288, 0.31513, 2.53677], [1.92701, 1.69381, 2.70275], [0.36743, 2.49715, 4.00918], [0.13987, -0.04295, 4.86011], [1.89085, -1.56999, 3.51506], [3.26472, 0.03181, 1.89776], [2.31734, 2.56336, 2.19804], [-2.80826, -2.56533, 1.91213], [-2.28612, -1.77567, 0.73857], [-1.17845, -2.24371, 0.01761], [-0.43601, -3.47113, 0.48437], [-0.76007, -1.57559, -1.14847], [0.33333, -2.18279, -1.99518], [-1.40316, -0.38087, -1.53747], [-0.95406, 0.37095, -2.76650], [-2.49660, 0.10029, -0.78965], [-3.24790, 1.32551, -1.25098], [-2.91867, -0.58595, 0.35928], [-4.04281, -0.02876, 1.19553], [-2.33931, -2.25614, 2.85096], [-2.62260, -3.62913, 1.78777], [-3.88163, -2.43658, 2.02591], [-0.86953, -4.38284, 0.06467], [-0.46664, -3.56488, 1.56759], [0.61047, -3.44305, 0.18774], [1.33000, -1.87441, -1.66750], [0.22975, -1.90790, -3.04084], [0.29593, -3.26876, -1.94694], [-1.57966, 0.11755, -3.62633], [0.07510, 0.14272, -3.02665], [-1.01962, 1.44761, -2.62022], [-2.88095, 2.23948, -0.77510], [-4.30615, 1.24192, -1.01474], [-3.16802, 1.46232, -2.32551], [-5.01088, -0.42557, 0.87815], [-4.09520, 1.05504, 1.12335], [-3.91728, -0.27918, 2.24640], [1.94556, 2.65392, -2.29884], [2.53741, 1.63894, -1.30880], [3.26638, 0.51924, -2.05583], [3.52978, 2.38451, -0.39285], [1.51271, 1.11896, -0.46279], [2.75138, 3.12132, -2.86670], [1.39624, 3.43028, -1.76703], [1.27620, 2.16752, -3.00668], [4.06326, 0.92746, -2.67883], [2.57453, -0.01932, -2.70460], [3.70596, -0.18919, -1.35217], [4.33534, 2.78649, -1.00751], [3.97147, 1.71557, 0.34518], [3.03745, 3.21270, 0.11592]],
  "forces_ev_per_a": [[0.1, 0.2, 0.1], [0.0, 0.0, 0.0], [0.0, 0.1, 0.0], [0.0, 0.0, -0.1], [0.0, 0.0, 0.0], [0.0, 0.0, 0.0], [0.0, 0.0, 0.0], [0.0, 0.0, 0.0], [0.0, 0.0, 0.0], [0.0, 0.0, 0.0], [0.0, 0.0, 0.0], [0.0, 0.0, 0.0], [-0.1, 0.0, 0.0], [0.0, -0.1, 0.0], [0.0, 0.0, 0.0], [0.0, 0.0, 0.0], [0.0, 0.0, 0.0], [0.0, 0.0, 0.0], [0.0, 0.0, 0.0], [0.0, 0.0, 0.0], [0.0, 0.0, 0.0], [0.0, 0.0, 0.0], [0.0, 0.0, 0.0], [0.0, 0.0, 0.0], [0.0, 0.0, 0.0], [0.0, 0.0, 0.0], [0.0, 0.0, 0.0], [0.0, 0.0, 0.0], [0.0, 0.0, 0.0], [0.0, 0.0, 0.0], [0.0, 0.0, 0.0], [0.0, 0.0, 0.0], [0.0, 0.0, 0.0], [0.0, 0.0, 0.0], [0.0, 0.0, 0.0], [0.0, 0.0, 0.0], [0.0, 0.0, 0.0], [0.0, 0.0, 0.0], [0.0, 0.0, 0.0], [0.0, 0.0, 0.0], [0.0, 0.0, 0.0], [0.1, 0.0, 0.0], [-0.1, 0.0, 0.1], [0.0, 0.0, 0.0], [0.0, 0.0, 0.0], [0.0, 0.0, -0.2], [0.0, 0.0, 0.0], [0.0, 0.0, 0.0], [0.0, 0.0, 0.0], [0.0, 0.0, 0.0], [0.0, 0.0, 0.0], [0.0, 0.0, 0.0], [0.0, 0.0, 0.0], [0.0, 0.0, 0.0], [0.0, 0.0, 0.0]],
  "lumo_energy_ev": [-5.17, -4.29],
  "charge": 1,
  "homo_energy_ev": [-11.95, -11.51],
  "gap_ev": [6.77, 7.21]
}


4.
{
  "formula": "C4H9N",
  "method": "the ωB97M-V functional and the def2-TZVPD basis",
  "symbols": ["C", "C", "C", "N", "C", "H", "H", "H", "H", "H", "H", "H", "H", "H"],
  "coordinates": [[-1.46679, 0.53823, -0.60855], [-0.66765, 0.16193, 0.70488], [-0.04321, -1.18900, 0.96077], [0.29824, -0.49440, -0.20302], [1.48839, 0.23395, -0.41892], [-1.94231, 1.48135, -0.42360], [-0.85582, 0.68515, -1.54908], [-2.14332, -0.27258, -0.87367], [-0.23225, 0.91586, 1.40121], [-0.59741, -2.11577, 0.85648], [0.80844, -1.22143, 1.64171], [1.86618, 0.68736, 0.50797], [2.20004, -0.45715, -0.85571], [1.28746, 1.04647, -1.14048]],
  "forces_ev_per_a": [[-1.3, 0.6, 0.8], [0.8, 0.4, -2.4], [0.2, -0.5, 0.0], [1.4, -0.8, 0.2], [0.7, -0.1, 0.1], [-1.2, 0.4, -0.1], [-0.2, 0.0, 1.4], [-0.4, 0.3, 0.2], [-0.5, -0.1, -0.9], [0.0, 0.0, -0.1], [-0.6, 0.1, 0.8], [0.3, 0.0, 0.0], [0.6, 0.2, -0.1], [0.0, -0.3, 0.2]],
  "lumo_energy_ev": 1.19,
  "smiles": "C[C@H]1CN1C",
  "homo_energy_ev": -8.48,
  "gap_ev": 9.67
}


The energy results, record by record, are as follows: -904.30450 -1038.44465 -1088.11111 -212.43167 Eh.